# 1
Entry from OMol25: C43H56BrF3N9O7RbS as an isolated structure (ωB97M-V/def2-TZVPD).

## Properties
Molecular weight (g/mol): 1065.410
HOMO (spin up / spin down) (eV): -2.04 / -2.10
Net charge: -2
ΔE to the lowest compared entry with this formula, charge and spin (kcal/mol): 26.7
Strongest force on any atom (eV/Å): 2.76
Frontier orbital gap (spin up / spin down) (Eh): 0.209 / 0.212

Last column: Löwdin charge in e.
Element x y z (Å)
Rb1 0.2988 -0.3939 0.4611  0.93
C1 -2.4377 6.9872 -3.3095  -0.07
C2 -1.2731 6.3551 -4.0749  -0.56
C3 -1.7494 6.0884 -5.5122  -0.05
C4 -0.1067 7.3548 -4.0987  -0.05
C5 -0.8225 5.0396 -3.4457  -0.18
C6 -1.3430 4.5527 -2.2824  0.02
C7 -0.9212 3.3065 -1.7440  -0.18
N1 -1.3387 2.7665 -0.6052  0.18
C8 -2.4599 2.9628 0.0669  -0.22
C9 -3.6534 3.5541 -0.4380  -0.03
C10 -4.8078 3.5534 0.2866  -0.20
C11 -4.8204 2.8474 1.5274  0.00
C12 -3.7503 2.1953 2.0639  -0.07
C13 -2.4461 2.3906 1.4303  -0.30
O1 -1.3661 2.1455 1.9762  0.00
C14 -3.9717 1.2979 3.2944  -0.52
C15 -2.7846 0.3953 3.6539  -0.05
C16 -4.2908 2.1845 4.5096  -0.05
C17 -5.1627 0.3642 3.0182  -0.04
C18 -6.0974 4.2025 -0.2025  -0.56
C19 -7.2065 3.1475 -0.3408  -0.05
C20 -5.9181 4.8823 -1.5619  -0.07
C21 -6.5243 5.2730 0.8149  -0.05
C22 0.1087 2.5009 -2.4386  -0.29
O2 0.3600 1.3607 -2.0392  -0.04
C23 0.7290 3.1160 -3.6152  -0.07
C24 0.2148 4.2922 -4.0768  -0.01
C25 1.9450 2.5232 -4.3540  -0.53
C26 3.0644 3.5796 -4.3771  -0.06
C27 2.5494 1.2575 -3.7317  -0.05
C28 1.5341 2.1840 -5.7960  -0.05
H1 -2.7639 7.8971 -3.8201  0.08
H2 -2.1473 7.2569 -2.2922  0.09
H3 -3.2851 6.3008 -3.2597  0.08
H4 -2.1095 7.0127 -5.9742  0.08
H5 -2.5629 5.3606 -5.5052  0.09
H6 -0.9457 5.6876 -6.1308  0.07
H7 -0.4227 8.3081 -4.5342  0.08
H8 0.7279 6.9685 -4.6858  0.07
H9 0.2507 7.5360 -3.0833  0.09
H10 -2.0325 5.1439 -1.6968  0.09
H11 -3.6489 3.9004 -1.4610  0.09
H12 -5.7741 2.7657 2.0390  0.10
H13 -1.9123 0.9740 3.9395  0.08
H14 -2.4889 -0.2418 2.8189  0.07
H15 -3.0707 -0.2550 4.4862  0.08
H16 -3.4639 2.8734 4.6936  0.09
H17 -4.4298 1.5669 5.4021  0.08
H18 -5.1997 2.7702 4.3473  0.07
H19 -4.9635 -0.2411 2.1317  0.08
H20 -6.0920 0.9137 2.8532  0.07
H21 -5.3120 -0.3097 3.8663  0.08
H22 -6.8822 2.3584 -1.0219  0.07
H23 -8.1210 3.6023 -0.7335  0.08
H24 -7.4404 2.6872 0.6203  0.07
H25 -5.6440 4.1550 -2.3286  0.09
H26 -5.1451 5.6520 -1.5166  0.08
H27 -6.8564 5.3568 -1.8600  0.08
H28 -6.7137 4.8312 1.7946  0.07
H29 -7.4339 5.7821 0.4816  0.08
H30 -5.7309 6.0142 0.9302  0.09
H31 0.6602 4.7269 -4.9663  0.09
H32 3.3575 3.8283 -3.3552  0.09
H33 2.7535 4.5003 -4.8758  0.06
H34 3.9410 3.1871 -4.8999  0.08
H35 2.8109 1.4083 -2.6863  0.09
H36 3.4578 0.9876 -4.2788  0.09
H37 1.8643 0.4154 -3.7717  0.08
H38 1.1873 3.0677 -6.3370  0.07
H39 0.7264 1.4499 -5.7870  0.09
H40 2.3829 1.7584 -6.3394  0.08
Br1 -4.1555 0.3327 -1.5006  0.82
C29 -4.0848 -1.2359 -0.4160  -0.73
C30 -5.2667 -1.9317 -0.2247  -0.15
C31 -5.1927 -3.0913 0.5345  -0.08
C32 -3.9681 -3.4786 1.0435  -0.02
C33 -2.8446 -2.6844 0.8134  -0.17
N2 -2.9154 -1.5654 0.0808  0.11
C34 -1.5172 -3.1034 1.4932  -0.72
O3 -1.2402 -4.3153 1.3815  -0.05
O4 -0.9445 -2.1992 2.1272  -0.13
H41 -6.1919 -1.5796 -0.6565  0.09
H42 -6.0873 -3.6769 0.7121  0.10
H43 -3.8494 -4.3851 1.6203  0.11
N3 -0.0577 -3.1888 -1.1905  0.03
C35 0.4613 -3.2918 -2.5536  -0.26
C36 -0.5523 -2.7062 -3.5549  -0.29
N4 -1.0314 -1.3648 -3.2454  0.01
H44 0.4737 -2.5238 -0.6434  -0.03
H45 -0.0361 -4.0613 -0.6806  0.06
H46 0.6417 -4.3402 -2.8131  0.10
H47 1.4072 -2.7607 -2.6691  0.08
H48 -1.4234 -3.3690 -3.5888  0.10
H49 -0.1058 -2.6957 -4.5560  0.09
H50 -1.4688 -1.3873 -2.3280  0.03
H51 -0.2545 -0.7132 -3.1528  0.04
N5 3.7978 -2.7588 3.0295  0.03
C37 2.6390 -2.7948 2.3406  -0.15
N6 2.1119 -1.6052 2.3252  0.09
C38 3.0027 -0.8479 3.0163  -0.33
N7 4.0564 -1.5081 3.4558  0.12
C39 2.7700 0.5772 3.2488  -0.20
C40 3.4047 1.2706 4.2798  -0.08
N8 3.1819 2.5609 4.4973  0.06
C41 2.3110 3.1602 3.6876  -0.13
C42 1.6622 2.4732 2.6701  -0.10
N9 1.8972 1.1870 2.4514  0.11
H52 4.4988 -3.4691 3.1150  0.14
H53 2.2069 -3.6875 1.9246  0.14
H54 4.0991 0.7646 4.9391  0.10
H55 2.1320 4.2136 3.8691  0.10
H56 0.9230 2.9402 2.0280  0.10
F1 5.6366 -1.2995 0.4289  0.09
C43 4.7569 -0.6500 -0.3588  -0.62
F2 4.2382 0.3527 0.3675  0.11
F3 5.4683 -0.0884 -1.3523  0.10
S1 3.4227 -1.8219 -1.0123  0.45
O5 3.7844 -1.9656 -2.4006  -0.31
O6 3.6407 -3.0081 -0.2153  -0.32
O7 2.2075 -1.0861 -0.7421  -0.58

Cartesian forces (eV/Å) of the 6 atoms listed first:
Rb -2.16 1.53 0.81
C 0.08 -0.03 -0.03
C 0.01 0.02 0.01
C 0.02 0.01 0.07
C -0.06 -0.05 -0.01
C -0.18 0.08 0.15

=====

# 2
Entry from OMol25: one molecule with the formula C3H7N5O (ωB97M-V/def2-TZVPD).

## Properties
SMILES string: [H]/N=c1/nc(C)n(O)n1N
Molecular weight (g/mol): 129.123
HOMO (eV): -8.34
Net charge: 0
ΔE to the lowest compared entry with this formula, charge and spin (kcal/mol): 126.5
Strongest force on any atom (eV/Å): 6.37
Frontier orbital gap (Eh): 0.328

Last column: Löwdin charge in e.
Element x y z (Å)
H1 1.5984 -2.9281 0.3051  0.05
N1 1.9106 -1.9439 0.5699  0.08
C1 1.2665 -0.8762 0.0508  -0.41
N2 1.4495 0.4519 0.3711  0.13
C2 0.3111 1.0956 0.0818  -0.27
C3 0.0429 2.5155 0.5495  -0.01
N3 -0.5148 0.3562 -0.7763  -0.17
O1 -1.7833 0.5283 -0.9957  0.03
N4 0.0771 -0.9129 -0.8942  -0.09
N5 -0.8549 -1.7601 -0.3792  0.01
H2 0.7322 2.6204 1.4799  0.11
H3 -0.9347 2.6273 0.8960  0.04
H4 0.2033 3.3843 -0.2233  0.12
H5 -2.2244 -0.3777 -0.7868  0.15
H6 -0.7593 -2.8500 -0.7599  0.19
H7 -0.5201 -1.9307 0.5115  0.04

Cartesian forces (eV/Å) of the 6 atoms listed first:
H 0.18 2.10 -0.12
N -2.23 2.31 -1.75
C 0.76 -2.36 0.07
N -1.24 0.21 0.31
C 0.27 -0.69 -1.21
C 2.78 0.58 -0.11